Record 1
{
  "formula": "C5H8NS",
  "method": "ωB97M-V/def2-TZVPD",
  "energy_ha": -647.7180,
  "mol_weight_g_mol": 114.19,
  "total_charge": 1,
  "de_lowest_ev": 7.627,
  "gap_ev": [4.020, 4.020],
  "fmax_ev_per_a": 3.4,
  "elements": ["C", "C", "C", "C", "C", "N", "S", "H", "H", "H", "H", "H", "H", "H", "H"],
  "positions_angstrom": [[-2.766208, -0.752627, 0.575100], [-3.694858, 0.056027, 0.980230], [-3.758904, 1.039553, -0.159990], [3.931020, -0.668637, -0.062054], [1.583019, 0.463004, -0.193800], [-2.482906, 0.401900, -0.223276], [3.099790, 0.847925, 0.273876], [-2.474537, -1.735295, 0.833212], [-4.478657, 0.717961, -0.924025], [-3.595804, 2.086791, 0.135150], [3.463863, -1.643981, 0.383369], [5.016356, -0.669232, 0.250942], [4.027360, -0.682107, -1.231100], [1.435268, -0.484199, -0.528463], [0.695203, 1.022910, -0.109166]],
  "forces_ev_per_angstrom": [[-0.9352, 0.0897, -1.5163], [-1.2300, 1.3656, 1.7703], [0.0950, -0.3103, -0.2458], [1.6368, -2.4249, -1.7860], [2.0931, 1.5602, 1.3322], [1.9991, -0.9509, 0.4475], [-1.6775, 0.1685, 0.1224], [0.9650, -0.5263, -0.2870], [0.1487, 0.5185, 0.4515], [-0.8673, -0.2098, -0.6164], [0.5289, 2.0808, -0.9372], [-1.2871, 0.4867, 0.0747], [-0.3969, -0.4131, 2.1092], [-0.3670, -2.8181, -1.0879], [-0.7057, 1.3835, 0.1687]],
  "nbo_charge": [-0.114, 0.067, -0.282, -0.870, -0.307, -0.386, 0.788, 0.242, 0.247, 0.231, 0.297, 0.301, 0.288, 0.221, 0.277]
}

Record 2
{
  "formula": "C13H15Cl2F5NRhS2",
  "method": "ωB97M-V/def2-TZVPD",
  "energy_ha": -2885.7873,
  "mol_weight_g_mol": 518.21,
  "total_charge": -2,
  "gap_ev": [4.649, 4.574],
  "fmax_ev_per_a": 1.2,
  "elements": ["Rh", "S", "C", "C", "C", "C", "C", "C", "S", "H", "H", "H", "H", "C", "C", "C", "C", "N", "H", "H", "H", "H", "H", "H", "H", "H", "H", "F", "C", "F", "C", "F", "F", "F", "Cl", "C", "Cl", "H", "H"],
  "positions_angstrom": [[0.191928, 0.278218, -0.012459], [0.561422, 0.234691, 2.349312], [-0.436509, -1.055493, 2.983474], [-0.451457, -1.344758, 4.352668], [-1.236219, -2.360979, 4.879648], [-2.040799, -3.116265, 4.032580], [-2.044715, -2.838397, 2.672526], [-1.254942, -1.822392, 2.125369], [-1.289772, -1.538121, 0.389669], [0.172214, -0.743981, 5.006250], [-1.225667, -2.558487, 5.947141], [-2.666796, -3.910535, 4.427144], [-2.670360, -3.414836, 1.998515], [1.080689, -0.758890, -3.962226], [0.468640, 0.336480, -3.073131], [-1.052733, 0.348249, -3.274348], [1.065417, 1.691875, -3.481862], [0.838181, 0.065004, -1.698249], [0.849509, -0.597975, -5.022402], [0.694946, -1.734989, -3.660340], [2.166085, -0.770571, -3.830018], [-1.309971, 0.472308, -4.336368], [-1.494221, 1.157941, -2.700820], [-1.482919, -0.587679, -2.911318], [0.867649, 1.893565, -4.545759], [2.146631, 1.678734, -3.322987], [0.639121, 2.486799, -2.876260], [-0.665734, 2.882033, -1.031527], [-0.709279, 2.075113, 0.123608], [-0.198107, 2.941244, 1.091393], [-2.220404, 2.058466, 0.431237], [-2.513025, 1.486967, 1.595942], [-2.918271, 1.440309, -0.530411], [-2.737632, 3.324319, 0.497702], [3.236265, 1.617469, 0.295333], [4.098150, 0.334967, 1.107656], [5.834235, 0.749919, 1.416820], [4.088628, -0.550106, 0.481946], [3.619814, 0.149765, 2.064547]],
  "forces_ev_per_angstrom": [[-0.2671, -0.8430, -0.8077], [0.1205, 0.0579, 0.3950], [-0.0071, -0.0099, -0.1161], [-0.0264, -0.0298, -0.0036], [0.0114, 0.0010, 0.0232], [-0.0299, -0.0084, -0.0152], [0.0407, 0.0272, 0.0089], [0.0055, -0.0648, -0.0715], [0.0864, 0.4091, 0.1635], [0.0027, 0.0026, -0.0012], [0.0070, 0.0079, 0.0033], [0.0038, -0.0008, 0.0033], [0.0002, -0.0086, 0.0162], [0.0480, -0.0171, 0.0348], [-0.0808, -0.1385, 0.1374], [0.0982, -0.0028, -0.0629], [-0.0077, -0.0970, -0.1667], [0.0046, 0.4913, 0.1858], [0.0064, 0.0057, -0.0097], [-0.0085, 0.0019, 0.0014], [-0.0311, -0.0085, -0.0145], [-0.0016, 0.0016, 0.0535], [-0.0520, 0.0741, 0.0529], [0.0254, -0.0080, 0.0032], [0.0192, 0.0165, 0.0937], [-0.0036, -0.0113, 0.0031], [-0.0378, 0.0303, 0.0398], [0.0249, -0.0654, -0.1380], [-0.0375, 0.0168, 0.1138], [0.0180, 0.0245, 0.0045], [0.0382, 0.1657, 0.0027], [0.0003, -0.1063, 0.1091], [-0.0720, -0.0990, -0.0989], [0.0034, 0.0280, 0.0099], [0.3075, 0.1727, 0.0318], [-0.0833, 0.0144, 0.0527], [-0.1328, -0.0830, -0.0034], [0.0015, 0.0418, 0.0021], [0.0051, 0.0110, -0.0363]],
  "nbo_charge": [0.518, -0.340, -0.211, -0.182, -0.292, -0.275, -0.247, -0.177, -0.265, 0.186, 0.178, 0.178, 0.194, -0.604, 0.035, -0.621, -0.611, -0.744, 0.170, 0.206, 0.198, 0.166, 0.230, 0.214, 0.169, 0.199, 0.234, -0.411, 0.416, -0.390, 0.896, -0.316, -0.331, -0.363, 0.032, -0.383, -0.124, 0.220, 0.247]
}